1.
Density functional theory data (ωB97M-V/def2-TZVPD) for a single C16H16N2OS molecule at a distorted geometry.

## Properties
Relative energy (zero: lowest compared OMol25 entry of this formula, charge and spin) (kcal per mole): 331.5
SMILES: COCc1cc(C)nc(SCc2ccccc2)c1C#N
DFT total energy (Ha): -1201.74697
LUMO (eV): -0.06

XYZ file:
```
36
C16H16N2OS, DFT ωB97M-V/def2-TZVPD
C 0.77 1.68 3.44
H 1.41 2.45 3.04
O 0.31 0.88 2.23
C -0.38 -0.14 2.54
C -0.39 -0.85 1.24
C -1.84 -1.06 0.81
C -1.99 -1.65 -0.39
N -0.82 -2.27 -1.06
C 0.36 -1.91 -0.61
C 0.55 -1.22 0.50
C 1.66 -1.14 1.21
N 2.87 -1.05 1.69
S 1.82 -2.21 -1.86
C 2.40 -0.65 -1.86
C 1.61 0.44 -1.79
C 1.48 1.58 -0.77
C 0.65 2.57 -0.82
C -0.44 2.61 -1.66
C -0.51 1.43 -2.73
C 0.37 0.64 -2.75
H 0.52 -0.19 -3.50
H -1.42 1.71 -3.32
H -1.30 3.24 -1.56
H 0.47 3.27 0.13
H 2.39 1.13 0.06
H 3.20 -0.61 -1.12
H 3.13 -0.54 -2.90
C -3.38 -2.44 -0.91
H -3.19 -2.70 -1.84
H -3.95 -1.37 -1.17
H -3.84 -3.06 -0.20
H -2.64 -0.94 1.39
H 0.05 -0.81 3.29
H -1.28 0.25 3.00
H 1.51 1.03 4.10
H -0.17 1.87 4.16
```

2.
Density functional theory data (ωB97M-V/def2-TZVPD) for a single C5H13P molecule at a distorted geometry.

## Properties
Relative energy (zero: lowest compared OMol25 entry of this formula, charge and spin) (kcal per mole): 37.9
SMILES: CC(C)[C@H](C)P
DFT total energy (Ha): -539.57039
LUMO (eV): 1.07

XYZ file:
```
19
C5H13P, DFT ωB97M-V/def2-TZVPD
C 1.05 0.28 1.30
C 1.66 -0.39 -1.04
C -1.30 0.99 -0.71
C 0.68 -0.76 0.17
C -0.70 -0.60 -0.20
P -1.68 -1.11 1.42
H 0.99 1.25 0.88
H 2.00 0.10 1.76
H 0.36 0.10 2.11
H 1.78 0.71 -1.18
H 1.22 -0.89 -1.96
H 2.79 -0.61 -0.83
H -0.67 1.61 -1.36
H -2.19 0.92 -1.14
H -1.38 1.59 0.23
H 0.77 -1.77 0.60
H -1.00 -1.39 -0.98
H -1.67 -2.50 1.39
H -3.01 -0.86 0.95
```

3.
Density functional theory data (ωB97M-V/def2-TZVPD) for a single C4H9N molecule at a distorted geometry.

## Properties
Relative energy (zero: lowest compared OMol25 entry of this formula, charge and spin) (kcal per mole): 52.1
SMILES: CNC1CC1
DFT total energy (Ha): -212.46811
LUMO (eV): 1.20

XYZ file:
```
14
C4H9N, DFT ωB97M-V/def2-TZVPD
C -0.89 -1.80 0.53
C -0.25 0.63 0.05
C 0.68 1.36 -0.85
C 1.15 0.87 0.54
H -1.38 -1.39 1.57
H -1.67 -2.58 0.04
H 0.20 -2.40 0.83
H -0.09 -1.05 -1.17
H -1.04 1.16 0.54
H 0.37 2.36 -1.00
H 0.98 0.85 -1.73
H 1.60 -0.09 0.42
H 1.41 1.59 1.37
N -0.64 -0.69 -0.36
```

4.
Density functional theory data (ωB97M-V/def2-TZVPD) for 14 unconnected molecules or ions with the total composition C42H95N16O19S2 at a distorted geometry.

## Properties
Charge: +1
DFT total energy (Ha): -4759.06694
LUMO (eV): -2.83

XYZ file:
```
174
C42H95N16O19S2, DFT ωB97M-V/def2-TZVPD
C 3.41 2.25 0.18
C 2.62 0.79 0.06
C 3.52 -0.35 -0.75
N 2.88 -0.82 -2.04
N 1.64 -1.37 -1.69
C 2.54 0.41 -2.91
C 2.26 -0.04 -4.49
S 1.34 1.45 -5.26
C -0.52 1.10 -5.21
C -0.94 0.39 -3.76
O -0.97 -0.94 -3.74
O -1.25 1.30 -2.65
C -1.63 0.58 -1.42
C -3.20 0.13 -1.33
C -4.25 1.22 -2.01
O -3.44 -1.18 -1.96
C -2.83 -2.29 -1.21
O -2.38 -2.24 0.05
C -2.70 -3.78 -1.96
S -0.98 -4.51 -1.65
N 3.55 -0.37 -5.19
C 4.51 -0.89 -4.14
C 3.75 -1.71 -2.90
C 4.93 -2.53 -2.11
C 4.39 -3.69 -1.07
O 5.33 -4.31 -0.30
O 2.99 -4.13 -0.90
H 3.42 2.56 1.33
H 4.51 2.21 -0.19
H 2.73 3.05 -0.35
H 2.48 0.42 1.19
H 1.53 0.92 -0.36
H 3.66 -1.23 0.04
H 4.54 0.16 -1.02
H 1.24 -1.95 -2.47
H 1.68 -1.88 -0.78
H 1.52 0.89 -2.54
H 3.35 1.26 -2.81
H 1.52 -0.97 -4.53
H -0.77 0.30 -6.06
H -1.12 2.08 -5.43
H -0.86 -0.31 -1.21
H -1.45 1.35 -0.52
H -3.48 0.11 -0.17
H -4.95 0.64 -2.76
H -3.73 2.11 -2.55
H -4.94 1.70 -1.17
H -3.51 -4.48 -1.47
H -2.84 -3.71 -3.12
H -0.05 -3.92 -2.56
H 3.43 -1.03 -5.99
H 5.17 -1.73 -4.68
H 5.28 -0.09 -3.74
H 3.09 -2.54 -3.46
H 5.54 -3.11 -2.94
H 5.73 -1.82 -1.58
H 2.74 -3.80 0.02
O 6.44 3.05 0.70
C 7.27 2.33 1.24
N 7.17 0.97 1.16
C 8.44 2.86 2.02
H 7.83 0.34 1.59
H 6.39 0.59 0.64
H 8.07 3.46 2.85
H 9.06 3.48 1.36
H 9.06 2.05 2.42
O 3.46 7.65 0.17
C 4.31 6.77 0.13
N 4.53 5.95 1.20
C 5.16 6.51 -1.08
H 5.22 5.21 1.21
H 3.97 6.11 2.02
H 5.74 7.41 -1.31
H 4.51 6.26 -1.93
H 5.85 5.68 -0.92
O -3.57 -6.44 -2.10
C -3.79 -7.62 -2.33
N -3.55 -8.57 -1.39
C -4.33 -8.11 -3.64
H -3.71 -9.56 -1.53
H -3.18 -8.26 -0.50
H -3.64 -7.84 -4.44
H -5.31 -7.65 -3.82
H -4.46 -9.20 -3.65
O -1.16 2.65 -7.44
C -1.17 3.33 -8.46
N -0.33 4.38 -8.61
C -2.10 3.06 -9.61
H -0.30 4.96 -9.44
H 0.31 4.58 -7.85
H -3.14 3.14 -9.26
H -1.92 2.05 -9.99
H -1.96 3.77 -10.43
O 3.44 5.59 3.94
C 2.40 5.84 4.54
N 1.19 5.58 3.96
C 2.36 6.43 5.92
H 0.30 5.77 4.41
H 1.19 5.19 3.03
H 2.86 7.40 5.91
H 2.87 5.76 6.61
H 1.33 6.57 6.27
O -0.48 -9.98 -0.04
C 0.21 -8.98 -0.21
N 0.90 -8.42 0.82
C 0.35 -8.31 -1.55
H 1.48 -7.60 0.72
H 0.82 -8.86 1.72
H -0.63 -7.98 -1.89
H 0.77 -9.02 -2.26
H 1.01 -7.44 -1.49
O 9.78 5.49 2.80
C 10.12 5.61 3.97
N 9.58 6.58 4.75
C 11.14 4.72 4.63
H 9.83 6.72 5.72
H 8.90 7.19 4.33
H 12.09 4.81 4.09
H 10.79 3.69 4.59
H 11.30 5.00 5.67
O 2.97 3.69 8.08
C 2.75 2.51 7.85
N 2.99 1.55 8.79
C 2.21 2.01 6.54
H 2.83 0.57 8.65
H 3.36 1.86 9.68
H 2.90 2.29 5.74
H 1.24 2.47 6.36
H 2.09 0.92 6.54
O -7.49 -5.94 1.95
C -6.89 -6.73 1.23
N -5.88 -6.31 0.42
C -7.21 -8.19 1.18
H -5.36 -6.92 -0.20
H -5.65 -5.32 0.43
H -8.25 -8.32 0.86
H -7.07 -8.62 2.17
H -6.56 -8.72 0.47
O -3.72 3.74 -0.91
C -3.03 4.73 -1.08
N -2.34 5.30 -0.05
C -2.89 5.41 -2.41
H -1.76 6.11 -0.14
H -2.42 4.86 0.86
H -3.87 5.74 -2.75
H -2.47 4.70 -3.13
H -2.23 6.28 -2.36
O -6.19 -9.44 6.27
C -6.20 -8.28 5.87
N -5.24 -7.83 5.02
C -7.25 -7.29 6.27
H -5.21 -6.88 4.66
H -4.52 -8.48 4.73
H -7.22 -7.17 7.36
H -8.23 -7.66 5.96
H -7.08 -6.31 5.81
O -8.59 -4.96 7.06
C -8.60 -3.80 6.66
N -7.64 -3.34 5.81
C -9.65 -2.81 7.07
H -7.61 -2.40 5.46
H -6.92 -4.00 5.53
H -9.62 -2.69 8.15
H -10.63 -3.18 6.76
H -9.48 -1.83 6.60
O -4.67 6.52 -4.33
C -4.68 7.68 -4.73
N -3.72 8.13 -5.58
C -5.73 8.67 -4.33
H -3.69 9.08 -5.94
H -3.00 7.48 -5.87
H -5.70 8.79 -3.24
H -6.71 8.30 -4.64
H -5.56 9.65 -4.79
```

5.
Density functional theory data (ωB97M-V/def2-TZVPD) for a molecular structure, C3H3MnO3 at a distorted geometry.

## Properties
Relative energy (zero: lowest compared OMol25 entry of this formula, charge and spin) (kcal per mole): 8.2
2S+1: 7
Charge: +2
DFT total energy (Ha): -1492.02119
LUMO (spin up / spin down) (eV): -11.34 / -11.57

XYZ file:
```
10
C3H3MnO3, DFT ωB97M-V/def2-TZVPD
O -1.44 0.91 1.32
Mn -1.13 -1.62 -1.77
O -1.11 -0.52 -0.37
C -0.46 0.14 0.45
O 0.69 0.29 0.70
C -1.53 0.77 2.59
H 0.56 1.11 3.18
H -2.53 0.49 2.94
C -0.45 0.84 3.50
H -0.65 0.59 4.54
```

6.
Density functional theory data (ωB97M-V/def2-TZVPD) for a single C2H5NOS molecule at a distorted geometry.

## Properties
Relative energy (zero: lowest compared OMol25 entry of this formula, charge and spin) (kcal per mole): 108.3
DFT total energy (Ha): -607.23418
LUMO (eV): 0.64

XYZ file:
```
10
C2H5NOS, DFT ωB97M-V/def2-TZVPD
C 1.21 0.45 -0.66
C -0.71 -0.74 1.05
N -1.62 -0.24 -0.15
O -1.71 0.99 -0.39
S 0.24 -1.03 -0.48
H 2.02 0.26 -1.40
H 1.54 1.01 0.11
H 0.42 1.11 -1.20
H -1.14 -1.73 1.28
H -0.27 -0.09 1.83
```

7.
Density functional theory data (ωB97M-V/def2-TZVPD) for a molecular structure, C8H16INS at a distorted geometry.

## Properties
Relative energy (zero: lowest compared OMol25 entry of this formula, charge and spin) (kcal per mole): 50.6
DFT total energy (Ha): -1064.86997
LUMO (eV): -0.21

XYZ file:
```
27
C8H16INS, DFT ωB97M-V/def2-TZVPD
C 0.88 0.78 1.10
C 1.48 -0.65 -0.82
C -0.54 0.08 0.93
C 0.08 -1.23 -1.01
C 1.95 -0.14 0.56
C -1.01 -0.23 -0.56
C 3.41 0.47 0.42
C -2.36 -0.89 -0.36
N -3.55 0.70 0.03
S -3.31 1.87 -1.17
I -5.36 -0.26 -0.09
H 1.02 1.69 0.68
H 0.87 1.03 2.11
H 2.34 -1.26 -1.03
H 1.65 0.28 -1.52
H -0.31 -0.75 1.55
H -1.41 0.70 1.33
H -0.19 -1.39 -1.98
H 0.07 -2.27 -0.39
H 1.95 -0.91 1.22
H -0.94 0.72 -1.09
H 4.07 -0.26 0.35
H 3.58 0.99 1.26
H 3.37 1.19 -0.40
H -2.72 -1.31 -1.20
H -2.68 -1.46 0.49
H -2.32 2.52 -0.40
```

8.
Density functional theory data (ωB97M-V/def2-TZVPD) for a molecular structure, C16H20Cl5O5Re.

## Properties
Relative energy (zero: lowest compared OMol25 entry of this formula, charge and spin) (kcal per mole): 3.9
2S+1: 2
Charge: +3
DFT total energy (Ha): -3375.92898
LUMO (spin up / spin down) (eV): -11.64 / -11.66

XYZ file:
```
47
C16H20Cl5O5Re, DFT ωB97M-V/def2-TZVPD
Re 0.29 0.46 0.27
C 0.87 -2.37 1.06
C 1.08 -1.48 2.28
O 0.16 -0.35 2.19
C -0.10 0.54 3.32
C 0.08 1.97 2.81
O -0.41 2.13 1.44
C -1.83 2.39 1.26
C -2.56 1.08 1.04
O -1.83 0.28 0.06
C -2.16 0.61 -1.32
C -1.23 -0.17 -2.20
O 0.15 0.25 -1.89
C 1.13 -0.71 -2.34
C 1.13 -1.98 -1.46
O 0.84 -1.53 -0.14
H 1.70 -3.07 0.98
H -0.08 -2.90 1.11
H 0.85 -2.06 3.17
H 2.10 -1.09 2.35
H -1.11 0.32 3.66
H 0.60 0.34 4.13
H -0.43 2.68 3.46
H 1.13 2.24 2.75
H -2.23 2.91 2.13
H -1.88 3.05 0.40
H -2.62 0.46 1.92
H -3.58 1.26 0.68
H -3.19 0.31 -1.52
H -2.05 1.68 -1.48
H -1.32 -1.24 -2.00
H -1.43 0.03 -3.25
H 0.86 -1.00 -3.36
H 2.21 1.10 -2.65
H 0.36 -2.68 -1.80
H 2.09 -2.49 -1.49
Cl 2.61 0.88 0.22
C 3.32 0.10 -1.19
C 2.50 0.06 -2.43
C 3.27 -0.39 -3.64
Cl 2.49 -0.28 -5.12
C 4.57 -0.86 -3.58
Cl 5.39 -1.39 -4.96
C 5.23 -0.84 -2.32
Cl 6.79 -1.37 -2.23
C 4.60 -0.31 -1.12
Cl 5.52 -0.20 0.31
```